Record 1
64
Properties=species:S:1:pos:R:3:nbo_charge:R:1 method="wB97M-V/def2-TZVPD" charge=+1 spin_multiplicity=1 total_energy_ev=-34071.4677 largest_force_ev_per_a=4.3 de_lowest_kj_mol=656.9
C -3.94384 -3.89155 2.12841 -0.28
O -2.79523 -2.98710 1.92668 -0.76
B -2.86025 -1.96910 2.99305 1.22
O -3.45736 -2.36041 4.30827 -0.95
C -2.33184 -0.38529 2.82523 -0.08
N -2.91005 0.35633 4.00864 -0.82
C -3.06323 0.18662 1.47488 -0.25
N -2.09176 0.65073 0.41273 -0.65
C -1.06172 -0.41681 0.11721 -0.08
C -1.70555 -1.63175 -0.78906 -0.44
C -1.37244 -1.52867 -2.39823 -0.45
C 0.23919 -1.57396 -2.75749 -0.24
N 0.55107 -2.32094 -4.04937 -0.85
C -0.29233 -1.02264 1.43697 -0.26
N -0.82610 -0.45238 2.76866 -0.41
C -0.10000 0.85465 2.97080 -0.25
C 1.35306 0.53085 3.73366 -0.44
C 2.64665 1.14899 2.89261 -0.44
C 3.61940 -0.01853 2.24577 -0.07
O 4.79646 0.54273 1.52377 -0.73
H -4.89529 -3.22737 2.28441 0.19
H -3.73211 -4.65386 3.00181 0.22
H -4.07373 -4.49936 1.12749 0.21
H -2.71417 -2.51483 4.98347 0.52
H -3.96147 0.20339 3.94207 0.40
H -2.81835 1.40487 3.88042 0.37
H -3.78208 -0.64555 1.01216 0.20
H -3.79101 1.07519 1.78672 0.23
H -2.60742 0.83312 -0.48208 0.39
H -0.24131 0.10211 -0.57795 0.24
H -2.89365 -1.65792 -0.70504 0.22
H -1.31805 -2.70674 -0.44439 0.22
H -1.93778 -0.63010 -2.94156 0.22
H -1.83484 -2.51255 -2.88949 0.22
H 0.83704 -2.12065 -1.88187 0.19
H 0.70206 -0.48286 -2.90014 0.20
H 0.41520 -3.35071 -3.91933 0.36
H -0.09323 -2.00271 -4.82839 0.37
H 0.85928 -0.73862 1.30046 0.26
H -0.30180 -2.21591 1.43272 0.27
H -0.52989 -1.17168 3.49540 0.45
H 0.16984 1.31669 1.92255 0.26
H -0.63777 1.63551 3.65322 0.26
H 1.56305 -0.64162 3.79683 0.20
H 1.32754 0.90074 4.85727 0.25
H 3.31170 1.70363 3.71032 0.24
H 2.29814 1.96327 2.12783 0.23
H 3.05975 -0.73257 1.48679 0.15
H 4.00118 -0.73280 3.12246 0.18
H 5.46862 -0.20107 1.35328 0.49
O -0.05510 4.06415 -5.21949 -0.57
C 1.02233 3.53217 -4.96787 0.79
O 1.23751 2.95845 -3.76276 -0.52
C 2.36955 2.12736 -3.44700 -0.07
C 3.54402 2.96595 -2.98266 -0.64
C 2.15557 3.59305 -5.94980 -0.75
H 2.62497 1.47045 -4.28295 0.18
H 2.05227 1.47204 -2.62736 0.18
H 3.88897 3.64343 -3.76874 0.22
H 4.38044 2.32683 -2.68429 0.22
H 3.25584 3.59016 -2.13085 0.22
H 2.72114 4.51523 -5.79403 0.25
H 1.73721 3.59631 -6.96157 0.25
H 2.82169 2.73362 -5.90124 0.22



Record 2
68
Properties=species:S:1:pos:R:3:nbo_charge:R:1 method="wB97M-V/def2-TZVPD" charge=-1 spin_multiplicity=1 total_energy_ev=-82915.4484 largest_force_ev_per_a=5.6
C 4.09308 0.31513 -0.25531 -0.63
C 2.65000 -0.19417 -0.91105 -0.42
C 1.79583 1.06297 -1.52716 -0.42
C 0.43384 1.43851 -0.63190 -0.25
N -0.48945 0.24265 -0.70027 -0.96
Nb -2.53457 0.81856 -1.16299 1.58
C -2.50226 2.58952 0.28992 -0.62
O -2.01067 3.84995 -0.28763 -0.39
N -2.87532 4.38407 -1.16766 0.36
O -2.26778 4.87507 -2.13043 -0.34
C -3.20806 -0.60241 0.48411 -0.47
Cl -2.72907 -0.14610 2.24722 -0.10
C -4.00525 -1.84813 0.32100 -0.01
C -4.50054 -2.31736 -1.16978 -0.70
Cl -4.50307 -2.88012 1.78577 -0.08
P -4.99114 1.23053 -1.73463 0.54
O -5.25989 2.84654 -2.34024 -0.98
Cl -6.00092 1.16217 0.16885 -0.38
H 3.92669 0.95633 0.71761 0.21
H 4.72497 0.95980 -1.03599 0.20
H 4.74868 -0.65091 -0.02643 0.21
H 2.96353 -0.86989 -1.84383 0.20
H 2.05871 -0.86418 -0.15113 0.22
H 2.49128 2.02184 -1.44218 0.19
H 1.45435 0.90894 -2.63877 0.22
H 0.01384 2.42171 -1.10743 0.24
H 0.74332 1.56953 0.51007 0.19
H -0.44564 -0.34511 0.16978 0.39
H -2.51834 -0.45717 -2.44492 -0.34
H -1.96903 2.00052 -2.46186 -0.32
H -1.84597 2.39595 1.26811 0.22
H -3.62565 2.79265 0.62506 0.21
H -4.76767 -3.47739 -1.07916 0.22
H -5.53041 -1.79322 -1.44863 0.25
H -3.69155 -2.24289 -2.01198 0.28
H -6.00685 3.20908 -1.75029 0.49
C 2.69508 3.88424 6.02660 -0.25
O 3.91595 3.64170 5.33648 -0.55
C 4.08740 2.25938 5.00854 -0.09
C 3.80118 2.00185 3.52703 -0.09
O 2.41241 2.17666 3.22917 -0.55
C 2.15564 3.41208 2.57060 -0.26
H 2.54990 4.96462 6.09986 0.19
H 1.84087 3.45356 5.49770 0.19
H 2.75239 3.46877 7.03742 0.16
H 3.46157 1.62363 5.64616 0.18
H 5.13499 2.01260 5.21202 0.18
H 4.04525 0.95900 3.29862 0.19
H 4.42383 2.64108 2.88873 0.18
H 2.54542 3.37586 1.54885 0.17
H 2.59590 4.25542 3.10712 0.17
H 1.07269 3.55730 2.52524 0.20
C 0.26678 -6.23662 -1.73440 -0.25
O 0.88310 -5.57614 -2.83419 -0.55
C -0.03204 -5.34653 -3.91008 -0.09
C -0.48164 -3.88393 -3.95237 -0.09
O -1.30577 -3.56204 -2.82758 -0.56
C -0.60074 -2.81698 -1.84080 -0.27
H 0.96624 -6.23337 -0.89509 0.19
H -0.65138 -5.73116 -1.42398 0.19
H 0.04558 -7.27432 -2.00252 0.16
H -0.89402 -6.02103 -3.84358 0.17
H 0.50418 -5.57616 -4.83718 0.18
H -1.09360 -3.73070 -4.84754 0.18
H 0.38072 -3.20848 -4.01423 0.18
H -0.40974 -1.80379 -2.20712 0.20
H 0.34121 -3.29763 -1.56769 0.17
H -1.22843 -2.75181 -0.94767 0.20



Record 3
71
Properties=species:S:1:pos:R:3:lowdin_charge:R:1 method="wB97M-V/def2-TZVPD" spin_multiplicity=1 total_energy_ev=-57018.2157 largest_force_ev_per_a=6.6
Y -3.87412 15.28089 0.08871 1.53
S -6.56542 14.75304 1.15782 0.18
O -5.56988 15.66827 1.61477 -0.42
O -7.75132 15.52933 0.87441 -0.33
O -5.86305 14.27715 -0.00245 -0.43
O -6.79171 13.61650 2.05007 -0.35
C -0.35720 15.94513 -0.90905 -0.34
O -1.66406 15.57677 -0.75187 -0.44
H 0.23447 15.25276 -1.50793 0.05
H -0.29548 16.96570 -1.28683 0.04
H 0.06803 16.10411 0.08192 0.04
C -3.69097 16.12507 -4.34894 0.03
C -4.69255 15.62450 -3.30371 -0.51
O -4.48775 15.72209 -2.08776 -0.05
N -5.69601 14.97168 -3.82877 0.03
C -6.69514 14.26288 -3.02696 -0.03
H -3.17670 16.90856 -3.79237 0.09
H -4.28630 16.55541 -5.15422 0.08
H -3.02076 15.28431 -4.52796 0.08
H -6.02795 15.09532 -4.77461 0.14
H -7.10507 14.77557 -2.15679 0.09
H -6.07749 13.54334 -2.48950 0.06
H -7.29632 13.60130 -3.65066 0.09
C -2.02086 12.77114 3.43049 0.01
C -3.31991 13.14778 2.77289 -0.53
O -3.33325 13.69077 1.66478 -0.08
N -4.43290 12.83873 3.39255 0.07
C -4.61581 12.68190 4.84984 -0.04
H -1.90047 13.01458 4.48612 0.07
H -1.19006 13.18002 2.85544 0.09
H -1.87396 11.69480 3.34093 0.09
H -5.25656 12.97239 2.82351 0.08
H -4.12376 11.80720 5.27515 0.08
H -5.65614 12.38749 4.98821 0.09
H -4.46304 13.60163 5.41449 0.07
C -3.09329 12.31844 -3.08122 0.04
C -3.35850 12.09588 -1.59353 -0.54
O -3.45971 13.14393 -0.98542 -0.03
N -3.56614 10.93024 -1.07531 0.03
C -3.79671 10.58150 0.31854 -0.03
H -2.62371 13.29960 -3.15135 0.08
H -4.11387 12.42855 -3.44781 0.08
H -2.58322 11.47289 -3.54271 0.08
H -3.90397 10.19790 -1.68329 0.15
H -2.94087 11.04382 0.81040 0.09
H -3.94961 9.52832 0.55421 0.09
H -4.72018 11.08650 0.60182 0.10
C -1.74278 18.43064 1.90040 0.03
C -2.22067 17.09939 2.59022 -0.39
O -2.69768 16.20564 1.88091 -0.05
N -2.07283 16.96318 3.95250 0.01
C -2.50364 15.96103 4.84036 -0.08
H -1.55908 18.33339 0.83041 0.08
H -0.83753 18.89502 2.29152 0.07
H -2.52587 19.13529 2.18030 0.07
H -1.63192 17.73693 4.42895 0.14
H -3.36469 15.34218 4.58795 0.08
H -2.64782 16.44467 5.80650 0.09
H -1.68092 15.25881 4.97498 0.08
C -4.33360 19.79842 -0.46293 0.03
C -4.76046 18.52350 0.24843 -0.48
O -4.17860 17.50372 -0.07214 -0.06
N -5.80158 18.54528 1.10286 0.05
C -6.48924 19.60726 1.70789 -0.08
H -5.24624 20.38625 -0.56117 0.07
H -3.86632 19.77611 -1.44744 0.09
H -3.63337 20.33849 0.17433 0.08
H -5.96082 17.58229 1.36242 0.11
H -5.94871 20.01170 2.56366 0.08
H -7.42236 19.19792 2.09498 0.10
H -6.68331 20.47624 1.07915 0.08



| no. | gap between HOMO and LUMO (hartree) | E_LUMO (eV) |
| --- | --- | --- |
| 1 | 0.314 | -3.02 |
| 2 | 0.215 | 1.38 |
| 3 | 0.261 | 0.48 |